A structure of composition C22H42FeNP3SSe. Source: OMol25; level of theory: wB97M-V/def2-TZVPD.

Summary:
multiplicity	6
ΔE to the lowest compared entry with this formula, charge and spin	128.2	kJ/mol
net charge	+3
gap between HOMO and LUMO (alpha / beta)	8.2 / 4.9	eV
HOMO energy (alpha / beta)	-16.42 / -16.99	eV

Last column: Löwdin spin population.
Atoms and positions in Å:
Fe: -0.189 -1.155 0.032  3.46
P: 0.256 1.451 1.435  0.08
P: -2.200 -0.107 -0.017  0.06
P: 1.987 -0.757 -0.165  0.07
H: -1.442 -3.325 -2.833  0.00
C: -0.837 -3.882 -2.120  0.03
C: -0.414 -3.392 -0.944  0.03
H: -1.028 -2.497 -0.613  0.01
C: 0.411 3.172 0.758  0.02
C: -1.038 1.852 2.691  0.01
C: 1.688 1.632 2.590  0.01
C: -3.056 -0.995 -1.366  0.01
C: -3.315 -0.489 1.407  0.01
C: -2.732 1.623 -0.362  0.01
C: 2.487 -1.879 -1.517  0.02
C: 2.936 -1.458 1.253  0.01
C: 3.016 0.713 -0.553  0.01
H: -0.643 -4.943 -2.310  0.00
H: 0.182 -4.077 -0.322  0.00
H: 0.572 3.866 1.580  0.00
H: -0.505 3.477 0.214  0.00
H: 1.258 3.241 0.065  0.00
H: -0.843 2.868 3.047  0.00
H: -0.979 1.157 3.549  0.00
H: -2.037 1.821 2.272  0.00
H: 1.590 2.597 3.092  0.00
H: 2.659 1.622 2.064  0.00
H: 1.685 0.843 3.345  0.00
H: -4.022 -0.512 -1.526  0.00
H: -3.174 -2.053 -1.105  0.00
H: -2.451 -0.940 -2.295  0.00
H: -4.292 0.015 1.235  0.00
H: -2.909 -0.146 2.362  0.00
H: -3.485 -1.574 1.469  0.00
H: -3.800 1.582 -0.643  0.00
H: -2.164 2.049 -1.206  0.01
H: -2.632 2.287 0.495  0.00
H: 3.583 -1.827 -1.591  0.00
H: 2.019 -1.558 -2.451  0.00
H: 2.149 -2.903 -1.289  0.00
H: 3.839 -1.942 0.868  0.00
H: 2.329 -2.214 1.776  0.00
H: 3.211 -0.670 1.971  0.00
H: 3.996 0.340 -0.918  0.00
H: 3.207 1.342 0.316  0.00
H: 2.560 1.327 -1.335  0.00
C: 0.660 2.006 -4.177  0.15
C: 0.401 0.627 -4.269  0.08
C: 0.560 -0.025 -5.489  0.03
C: 0.966 0.683 -6.618  0.18
C: 1.259 2.055 -6.517  0.01
C: 1.133 2.717 -5.300  0.08
Se: 0.258 3.074 -2.616  0.43
H: 0.175 2.089 -1.522  0.02
H: 0.105 0.072 -3.379  0.00
H: 0.346 -1.096 -5.542  0.00
H: 1.076 0.196 -7.591  0.01
H: 1.591 2.607 -7.405  0.00
H: 1.383 3.771 -5.196  0.00
S: -0.417 -2.704 1.845  0.09
C: -0.455 -1.858 3.307  0.02
N: -1.675 -1.767 3.916  0.01
C: -1.862 -1.033 5.059  0.00
C: -0.789 -0.385 5.611  0.01
C: 0.496 -0.554 5.071  0.00
C: 0.665 -1.346 3.948  0.01
H: -2.472 -2.223 3.459  0.00
H: -2.891 -1.010 5.439  0.00
H: -0.935 0.260 6.476  0.00
H: 1.362 -0.103 5.556  0.00
H: 1.625 -1.630 3.529  0.00

***

A structure of composition C22H43Br2O6P2PdSi. Source: OMol25; level of theory: wB97M-V/def2-TZVPD.

Summary:
ΔE to the lowest compared entry with this formula, charge and spin	85.0	kJ/mol
net charge	-1
gap between HOMO and LUMO	5.4	eV
HOMO energy	-2.88	eV

Last column: Mulliken charge in e.
Atoms and positions in Å:
Pd: -0.610 -0.451 0.086  0.69
C: -1.358 7.038 0.669  -1.46
C: -0.503 5.791 0.614  0.52
C: 0.664 5.905 -0.347  -1.20
O: -1.369 4.719 0.181  -0.41
P: -1.100 3.237 0.728  1.08
O: 0.310 2.949 1.011  -0.83
C: -1.906 2.260 -0.541  1.77
P: -0.979 2.019 -2.067  0.75
O: 0.225 1.197 -1.865  -0.67
O: -2.026 1.506 -3.144  -0.13
C: -2.544 0.156 -3.340  0.52
C: -3.557 -0.180 -2.261  -0.83
C: -1.439 -0.875 -3.440  -1.09
O: -0.628 3.457 -2.642  -0.31
C: -1.428 4.382 -3.400  0.72
C: -2.834 4.547 -2.853  -1.23
C: -1.404 4.011 -4.873  -1.49
O: -2.093 3.227 1.964  -0.42
C: -2.303 2.175 2.960  0.37
C: -3.414 1.257 2.489  -0.64
C: -1.040 1.420 3.314  -0.94
H: -0.761 7.891 0.997  0.42
H: -2.191 6.904 1.359  0.35
H: -1.760 7.257 -0.322  0.27
H: -0.129 5.552 1.613  0.39
H: 0.297 6.135 -1.350  0.10
H: 1.213 4.967 -0.381  0.30
H: 1.337 6.705 -0.029  0.48
H: -2.894 2.680 -0.737  0.67
H: -2.011 1.226 -0.147  -2.47
H: -3.047 0.253 -4.305  0.19
H: -3.045 -0.366 -1.310  -0.36
H: -4.078 -1.103 -2.525  0.51
H: -4.296 0.616 -2.152  0.33
H: -0.985 -1.054 -2.461  -0.05
H: -0.662 -0.562 -4.138  0.33
H: -1.876 -1.813 -3.788  0.48
H: -0.895 5.327 -3.268  0.36
H: -3.415 3.634 -2.987  0.21
H: -3.332 5.350 -3.401  0.56
H: -2.808 4.814 -1.797  0.13
H: -1.957 3.089 -5.044  0.23
H: -0.377 3.871 -5.209  0.32
H: -1.859 4.812 -5.460  0.47
H: -2.644 2.747 3.827  0.22
H: -3.057 0.604 1.688  -0.58
H: -4.276 1.833 2.146  0.40
H: -3.723 0.615 3.315  0.46
H: -0.706 0.800 2.474  -0.07
H: -1.269 0.750 4.146  0.39
H: -0.236 2.096 3.602  0.37
Br: 2.208 -2.573 -2.177  -0.20
C: 2.133 -2.190 -0.283  0.79
Br: 2.661 -0.390 0.136  -0.11
H: 2.795 -2.883 0.222  0.40
H: 1.089 -2.273 0.019  -1.23
C: -1.018 -3.942 0.736  -1.53
Si: -1.737 -2.179 1.020  0.38
C: -3.589 -2.498 0.635  -1.38
C: -1.731 -2.132 2.948  0.42
C: -0.498 -2.070 3.612  -0.34
C: -0.405 -1.983 4.992  -0.68
C: -1.559 -1.931 5.766  -0.43
C: -2.794 -1.986 5.139  -0.51
C: -2.872 -2.096 3.752  -0.20
H: -1.653 -4.713 1.186  0.34
H: -0.026 -4.031 1.190  0.30
H: -0.910 -4.162 -0.331  0.35
H: -4.004 -3.321 1.227  0.42
H: -3.698 -2.764 -0.421  0.24
H: -4.204 -1.609 0.809  0.36
H: 0.412 -2.057 3.019  0.14
H: 0.569 -1.936 5.467  0.36
H: -1.495 -1.846 6.845  0.34
H: -3.704 -1.947 5.729  0.35
H: -3.852 -2.144 3.290  0.29

***

A structure of composition C22H43N2NdP3Se. Source: OMol25; level of theory: wB97M-V/def2-TZVPD.

Summary:
multiplicity	4
net charge	+3
gap between HOMO and LUMO (alpha / beta)	5.4 / 5.5	eV
HOMO energy (alpha / beta)	-14.97 / -14.99	eV

Last column: Löwdin spin population.
Atoms and positions in Å:
Nd: -0.730 0.551 -0.070  3.07
P: -2.007 -2.169 0.009  -0.01
P: 2.234 -0.018 2.033  0.00
P: 1.119 -1.464 -2.254  0.00
H: -3.114 4.052 -6.115  0.00
C: -3.338 3.129 -6.665  0.00
C: -3.822 2.063 -5.986  0.00
H: -4.275 2.204 -4.990  0.00
C: -3.496 -2.019 1.070  0.00
C: -1.113 -3.496 0.897  0.00
C: -2.696 -3.071 -1.438  0.00
C: 3.267 1.374 1.530  0.00
C: 1.503 0.341 3.635  0.00
C: 3.344 -1.448 2.360  0.00
C: 0.989 -1.644 -4.059  0.00
C: 1.353 -3.163 -1.689  0.00
C: 2.859 -0.950 -2.069  0.00
H: -3.182 3.205 -7.758  0.00
H: -3.815 1.030 -6.355  0.00
H: -4.110 -1.180 0.722  0.00
H: -3.197 -1.778 2.097  0.00
H: -4.100 -2.937 1.073  0.00
H: -0.888 -3.143 1.916  0.00
H: -0.152 -3.711 0.406  0.00
H: -1.727 -4.411 0.940  0.00
H: -3.380 -2.414 -1.991  0.00
H: -3.238 -3.980 -1.139  0.00
H: -1.891 -3.339 -2.133  0.00
H: 4.094 1.457 2.249  0.00
H: 2.676 2.302 1.550  0.00
H: 3.709 1.189 0.542  0.00
H: 2.335 0.377 4.345  0.00
H: 0.821 -0.476 3.900  0.00
H: 0.969 1.296 3.602  0.00
H: 4.080 -1.141 3.127  0.00
H: 3.897 -1.744 1.445  0.00
H: 2.725 -2.284 2.749  0.00
H: 1.983 -1.931 -4.441  0.00
H: 0.702 -0.674 -4.487  0.00
H: 0.229 -2.414 -4.276  0.00
H: 1.879 -3.747 -2.464  0.00
H: 0.419 -3.693 -1.491  0.00
H: 2.001 -3.215 -0.801  0.00
H: 3.457 -1.521 -2.801  0.00
H: 3.270 -1.204 -1.079  0.00
H: 2.994 0.119 -2.263  0.00
C: 0.581 2.797 -2.931  0.00
C: -0.793 2.734 -3.258  0.00
C: -1.134 3.012 -4.567  0.00
C: -0.227 3.439 -5.532  0.00
C: 1.106 3.651 -5.167  0.00
C: 1.510 3.240 -3.907  0.00
Se: 1.259 2.329 -1.258  -0.03
H: 0.088 -0.410 -2.121  0.00
H: -1.579 2.442 -2.546  0.00
H: -2.164 2.853 -4.827  0.00
H: -0.580 3.591 -6.543  0.00
H: 1.815 4.138 -5.829  0.00
H: 2.555 3.279 -3.626  0.00
N: 1.043 -0.439 0.994  -0.01
C: -1.919 0.795 3.122  0.00
C: -2.553 1.401 4.202  0.00
C: -3.091 2.687 4.034  0.00
C: -2.991 3.332 2.798  0.00
C: -2.361 2.667 1.746  0.00
N: -1.848 1.405 1.891  -0.01
H: 0.991 -1.466 1.092  0.00
H: -1.443 -0.192 3.240  0.00
H: -2.584 0.849 5.152  0.00
H: -3.632 3.146 4.860  0.00
H: -3.415 4.320 2.611  0.00
H: -2.289 3.110 0.742  0.00

***

no.,E (eV)
1,-163392.7170
2,-205824.2880
3,-134955.4294